Version i
{
  "formula": "C4H5NOS",
  "method": "wB97M-V/def2-TZVPD",
  "elements": ["C", "S", "C", "C", "O", "C", "N", "H", "H", "H", "H", "H"],
  "xyz": [[-2.29, 0.18, 0.11], [-1.23, -1.29, -0.30], [0.31, -0.48, -0.20], [1.48, -1.18, 0.05], [2.42, -0.22, 0.05], [1.86, 0.96, -0.14], [0.58, 0.87, -0.32], [-1.54, 0.92, 0.32], [-2.87, 0.01, 1.10], [-2.97, 0.53, -0.67], [1.81, -2.15, 0.03], [2.44, 1.84, -0.04]],
  "lowdin_charge": [-0.37, 0.87, -0.64, -0.10, 0.02, -0.19, 0.09, -0.02, 0.06, 0.03, 0.10, 0.13],
  "smiles": "CSc1cocn1",
  "homo_lumo_gap_ev": 9.2,
  "homo_ha": -0.3017
}

=====

Version ii
{
  "formula": "C4H5NOS",
  "method": "wB97M-V/def2-TZVPD",
  "elements": ["N", "C", "C", "C", "O", "C", "S", "H", "H", "H", "H", "H"],
  "xyz": [[0.93, 1.71, 0.06], [-0.17, 0.92, -0.08], [-0.23, -0.44, -0.11], [0.98, -1.28, -0.09], [1.04, -2.49, 0.13], [-1.55, -1.02, -0.05], [-3.02, -0.32, 0.06], [1.81, 1.30, 0.42], [0.91, 2.73, 0.18], [-1.02, 1.59, -0.19], [1.91, -0.59, -0.22], [-1.58, -2.10, -0.11]],
  "lowdin_charge": [0.10, -0.13, -0.29, -0.23, 0.03, -0.63, 0.64, 0.11, 0.12, 0.11, 0.13, 0.05],
  "smiles": "N/C=C(\\C=O)C=S",
  "homo_lumo_gap_ev": 8.0,
  "homo_ha": -0.3096
}

=====

Stability, highest: version i

=====

Version i
{
  "formula": "C4H4O4",
  "method": "wB97M-V/def2-TZVPD",
  "elements": ["O", "C", "C", "C", "O", "C", "O", "O", "H", "H", "H", "H"],
  "xyz": [[1.48, -0.97, -0.90], [1.61, -0.24, 0.03], [0.52, 0.64, 0.64], [-0.58, 0.71, -0.33], [-0.65, 1.49, -1.23], [-1.70, -0.34, -0.12], [-2.86, -0.10, 0.02], [-1.26, -1.56, -0.37], [2.58, -0.03, 0.46], [0.26, 0.33, 1.71], [0.95, 1.69, 0.78], [-0.35, -1.61, -0.70]],
  "lowdin_charge": [0.09, -0.22, -0.07, -0.35, 0.17, -0.48, 0.16, 0.15, 0.12, 0.17, 0.16, 0.09],
  "smiles": "O=CCC(=O)C(=O)O",
  "homo_lumo_gap_ev": 10.1,
  "homo_ha": -0.3701
}

=====

Version ii
{
  "formula": "C4H4O4",
  "method": "wB97M-V/def2-TZVPD",
  "elements": ["O", "C", "C", "C", "O", "C", "O", "O", "H", "H", "H", "H"],
  "xyz": [[-3.17, -0.29, 0.01], [-2.10, 0.28, -0.01], [-0.69, -0.28, 0.08], [0.32, 0.68, -0.20], [0.09, 1.85, -0.31], [1.76, 0.12, -0.13], [2.70, 0.71, 0.34], [1.80, -1.20, -0.30], [-2.04, 1.39, 0.04], [-0.62, -0.55, 1.14], [-0.73, -1.16, -0.50], [2.68, -1.57, -0.17]],
  "lowdin_charge": [0.06, -0.21, -0.08, -0.33, 0.16, -0.43, 0.15, 0.12, 0.13, 0.17, 0.12, 0.14],
  "smiles": "O=CCC(=O)C(=O)O",
  "homo_lumo_gap_ev": 9.5,
  "homo_ha": -0.3665
}

=====

Stability, highest: version i

=====

Version i
{
  "formula": "C5H12NO2",
  "method": "wB97M-V/def2-TZVPD",
  "elements": ["C", "C", "N", "C", "C", "O", "C", "O", "H", "H", "H", "H", "H", "H", "H", "H", "H", "H", "H", "H"],
  "xyz": [[-1.78, -0.34, 1.37], [-1.43, 1.13, 0.78], [-0.58, 1.05, -0.45], [0.47, -0.05, -0.31], [0.65, -0.97, -1.61], [1.64, -1.78, -1.33], [1.76, 0.64, -0.05], [2.67, -0.29, 0.39], [-2.25, -0.92, 0.67], [-2.54, -0.16, 2.03], [-0.84, -0.86, 1.72], [-2.40, 1.63, 0.58], [-0.96, 1.77, 1.58], [-1.22, 0.81, -1.22], [0.19, -0.75, 0.43], [-0.37, -1.67, -1.85], [0.78, -0.52, -2.59], [2.21, 1.34, -0.79], [1.54, 1.12, 0.91], [2.46, -1.18, -0.26]],
  "lowdin_charge": [-0.09, -0.25, -0.05, -0.33, -0.44, -0.30, -0.33, -0.19, 0.03, 0.01, 0.08, 0.09, 0.10, 0.09, 0.08, 0.10, 0.07, 0.12, 0.10, 0.09],
  "smiles": "CCN[C@@H](C[O-])CO",
  "homo_lumo_gap_ev": 6.8,
  "homo_ha": -0.1098,
  "charge": -1
}

=====

Version ii
{
  "formula": "C5H12NO2",
  "method": "wB97M-V/def2-TZVPD",
  "elements": ["C", "C", "O", "C", "N", "C", "C", "O", "H", "H", "H", "H", "H", "H", "H", "H", "H", "H", "H", "H"],
  "xyz": [[1.44, 1.19, -0.19], [0.98, 0.92, -1.63], [1.22, -0.75, -2.00], [0.06, 1.52, 0.59], [-1.06, 0.61, 0.29], [-0.55, -0.95, 0.70], [-1.69, -1.92, 1.11], [-1.25, -2.97, 1.84], [1.82, 0.30, 0.33], [2.04, 2.10, -0.19], [0.08, 1.54, -1.87], [1.80, 0.89, -2.37], [0.30, -0.09, -1.78], [-0.22, 2.53, 0.25], [0.08, 1.46, 1.71], [-0.78, -0.34, -0.37], [0.33, -1.50, 0.26], [0.03, -0.81, 1.64], [-2.09, -2.42, 0.16], [-2.55, -1.31, 1.51]],
  "lowdin_charge": [-0.16, -0.20, -0.21, -0.30, -0.07, -0.25, -0.56, -0.37, 0.10, 0.09, 0.14, 0.11, 0.04, 0.09, 0.11, 0.07, 0.12, 0.11, 0.08, 0.08],
  "homo_lumo_gap_ev": 5.7,
  "homo_ha": -0.0851,
  "charge": -1
}

=====

Version iii
{
  "formula": "C5H12NO2",
  "method": "wB97M-V/def2-TZVPD",
  "elements": ["C", "O", "C", "C", "C", "C", "N", "H", "H", "H", "H", "H", "H", "H", "H", "H", "H", "H", "H", "O"],
  "xyz": [[1.32, 0.27, 1.12], [2.22, 0.18, 0.00], [0.27, -0.84, 1.18], [-1.35, -0.45, 1.18], [-1.59, 0.41, -0.13], [-1.03, -1.15, -2.06], [-1.87, -0.51, -1.29], [1.89, 0.42, 2.10], [0.65, 1.22, 0.98], [0.38, -1.49, 1.97], [0.58, -1.38, 0.31], [-1.38, 0.19, 2.11], [-1.89, -1.36, 1.30], [-0.80, 1.21, -0.23], [-2.64, 0.87, -0.06], [-1.30, -2.10, -2.51], [0.05, -0.95, -2.11], [2.36, 1.69, -2.03], [2.07, 1.53, -0.51], [2.05, 2.25, -1.33]],
  "lowdin_charge": [-0.41, -0.37, -0.20, -0.14, -0.24, -0.06, -0.06, 0.10, 0.09, 0.05, 0.06, 0.10, 0.07, 0.11, 0.09, 0.04, 0.06, -0.04, -0.02, -0.23],
  "homo_lumo_gap_ev": 7.4,
  "homo_ha": -0.1262,
  "charge": -1
}

=====

Version iv
{
  "formula": "C5H12NO2",
  "method": "wB97M-V/def2-TZVPD",
  "elements": ["C", "N", "C", "O", "H", "H", "H", "H", "H", "H", "C", "C", "C", "O", "H", "H", "H", "H", "H", "H"],
  "xyz": [[1.87, -2.09, 1.53], [1.09, -1.29, 0.61], [1.85, -0.07, 0.07], [1.81, -0.03, -1.25], [2.84, -2.36, 1.13], [1.33, -3.01, 1.80], [2.04, -1.52, 2.45], [0.96, -1.80, -0.26], [2.88, -0.15, 0.53], [1.39, 0.81, 0.60], [-2.18, 1.95, -1.85], [-1.42, 1.12, -0.86], [-1.97, 0.68, 0.26], [-1.41, -0.08, 1.23], [-2.17, 1.50, -2.84], [-3.22, 2.06, -1.55], [-1.76, 2.96, -1.94], [-0.38, 0.87, -1.11], [-3.00, 0.92, 0.51], [-0.53, -0.46, 0.93]],
  "lowdin_charge": [-0.18, -0.15, -0.57, -0.31, 0.06, 0.06, 0.07, 0.09, 0.08, 0.08, -0.13, -0.16, -0.26, -0.06, 0.06, 0.05, 0.06, 0.08, 0.10, 0.05],
  "homo_lumo_gap_ev": 7.0,
  "homo_ha": -0.1096,
  "charge": -1
}

=====

Stability, highest: version iv

=====

Version i
{
  "formula": "C5H12NO2",
  "method": "wB97M-V/def2-TZVPD",
  "elements": ["O", "C", "O", "C", "H", "H", "H", "C", "N", "C", "C", "H", "H", "H", "H", "H", "H", "H", "H", "H"],
  "xyz": [[-0.56, 0.68, 1.76], [0.21, 1.57, 1.38], [0.77, 1.68, 0.25], [0.66, 2.59, 2.46], [1.42, 2.15, 3.10], [1.07, 3.48, 1.98], [-0.18, 2.89, 3.10], [-1.19, -0.43, -1.56], [-0.40, -1.48, -0.98], [-0.72, -2.78, -1.52], [1.04, -1.23, -0.99], [-2.24, -0.61, -1.33], [-1.08, -0.40, -2.67], [-0.89, 0.52, -1.13], [-0.10, -3.51, -0.98], [-1.76, -3.06, -1.37], [-0.47, -2.88, -2.60], [1.54, -2.06, -0.49], [1.26, -0.29, -0.42], [1.41, -1.13, -2.02]],
  "lowdin_charge": [-0.08, -0.79, -0.13, -0.06, 0.05, 0.05, 0.05, -0.13, -0.33, -0.16, -0.11, 0.07, 0.07, 0.06, 0.07, 0.07, 0.07, 0.07, 0.06, 0.07],
  "homo_lumo_gap_ev": 7.9,
  "homo_ha": -0.1476,
  "charge": -1
}

=====

Version ii
{
  "formula": "C5H12NO2",
  "method": "wB97M-V/def2-TZVPD",
  "elements": ["C", "O", "C", "C", "C", "C", "N", "H", "H", "H", "H", "H", "H", "H", "H", "H", "H", "H", "H", "O"],
  "xyz": [[-1.31, 2.05, -0.49], [-0.55, 3.00, -1.00], [-0.37, 0.74, -0.18], [-0.99, -0.63, -0.25], [-0.04, -1.54, 0.57], [-0.39, -2.75, 0.98], [0.88, 1.05, -0.96], [-2.12, 1.69, -1.19], [-1.73, 2.39, 0.51], [-0.15, 0.97, 0.89], [-2.00, -0.51, 0.21], [-0.90, -1.21, -1.22], [1.04, -1.25, 0.64], [-1.44, -3.32, 0.98], [0.14, -3.56, 1.29], [1.04, 0.47, -1.79], [0.79, 2.01, -1.29], [2.38, 0.27, 0.01], [2.70, 0.21, 1.61], [3.02, -0.09, 0.68]],
  "lowdin_charge": [-0.48, -0.35, -0.38, -0.18, -0.19, -0.06, 0.00, 0.08, 0.08, 0.12, 0.12, 0.12, 0.09, 0.09, -0.02, 0.06, 0.02, -0.02, 0.08, -0.18],
  "homo_lumo_gap_ev": 6.6,
  "homo_ha": -0.1061,
  "charge": -1
}

=====

Version iii
{
  "formula": "C5H12NO2",
  "method": "wB97M-V/def2-TZVPD",
  "elements": ["C", "C", "C", "C", "C", "N", "O", "O", "H", "H", "H", "H", "H", "H", "H", "H", "H", "H", "H", "H"],
  "xyz": [[-2.01, 0.66, 0.53], [-1.40, -1.35, -0.84], [1.76, 1.53, 0.08], [-1.14, 0.06, -0.47], [1.80, 0.02, 0.34], [0.54, -0.37, 0.92], [0.51, -1.75, 0.83], [2.23, -0.73, -0.69], [-2.92, 1.28, 0.14], [-2.47, 0.00, 1.22], [-1.23, 1.23, 1.24], [-2.45, -1.71, -0.82], [-0.68, -1.85, -0.12], [-1.09, -1.78, -1.92], [0.74, 1.86, 0.11], [2.24, 2.05, 0.81], [2.34, 1.73, -0.83], [-0.94, 0.86, -1.23], [2.53, -0.24, 1.21], [1.65, -1.52, -0.53]],
  "lowdin_charge": [-0.20, -0.18, -0.04, -0.32, -0.59, -0.09, -0.34, -0.05, 0.08, 0.03, 0.09, 0.06, 0.01, 0.09, 0.05, 0.02, 0.07, 0.09, 0.14, 0.08],
  "homo_lumo_gap_ev": [6.9, 6.9],
  "homo_ha": [-0.0973, -0.0973],
  "charge": -1
}

=====

Stability, highest: version i

=====

Version i
{
  "formula": "CH3NS2",
  "method": "wB97M-V/def2-TZVPD",
  "elements": ["C", "N", "S", "S", "H", "H", "H"],
  "xyz": [[-2.53, -0.22, -0.11], [0.61, 0.50, 0.09], [-4.07, -0.14, -0.30], [-0.74, 1.48, 0.25], [-2.03, -1.16, 0.12], [0.74, 0.22, -0.83], [1.51, 0.77, 0.48]],
  "lowdin_charge": [-0.76, -0.47, 0.67, 0.58, -0.03, -0.02, 0.03],
  "homo_lumo_gap_ev": [7.1, 7.1],
  "homo_ha": [-0.2887, -0.2882]
}

=====

Version ii
{
  "formula": "CH3NS2",
  "method": "wB97M-V/def2-TZVPD",
  "elements": ["N", "S", "C", "S", "H", "H", "H"],
  "xyz": [[1.74, 0.78, 0.11], [0.37, -0.48, 0.37], [-1.67, -0.55, 0.15], [-2.66, 0.67, -0.28], [1.63, 1.10, -0.84], [2.34, 0.04, 0.16], [-1.74, -1.57, 0.32]],
  "lowdin_charge": [-0.27, 0.67, -0.87, 0.60, 0.00, -0.08, -0.05],
  "smiles": "NSC=S",
  "homo_lumo_gap_ev": 8.0,
  "homo_ha": -0.3237
}

=====

Version iii
{
  "formula": "CH3NS2",
  "method": "wB97M-V/def2-TZVPD",
  "elements": ["S", "C", "N", "S", "H", "H", "H"],
  "xyz": [[-2.03, -1.01, -0.15], [-0.99, 0.25, -0.07], [0.38, 0.31, -0.12], [1.40, -1.01, -0.22], [-1.28, 1.31, -0.09], [0.76, 1.19, -0.44], [1.76, -1.04, 1.09]],
  "lowdin_charge": [0.59, -0.82, -0.52, 0.74, 0.07, 0.08, -0.12],
  "smiles": "S=CNS",
  "homo_lumo_gap_ev": 9.1,
  "homo_ha": -0.3195
}

=====

Stability, highest: version iii

=====

Version i
{
  "formula": "H10O5",
  "method": "wB97M-V/def2-TZVPD",
  "elements": ["O", "H", "H", "O", "H", "H", "O", "H", "H", "O", "H", "H", "O", "H", "H"],
  "xyz": [[1.81, -0.11, -2.41], [1.78, 0.84, -2.23], [1.68, -0.22, -3.34], [0.34, -0.55, 1.76], [1.03, -1.10, 2.15], [0.39, 0.22, 2.29], [0.62, 1.72, -0.32], [0.82, 2.41, -0.99], [-0.21, 1.37, -0.71], [-2.90, -0.65, 1.88], [-3.26, -0.91, 2.69], [-2.00, -0.85, 1.82], [-0.38, -0.72, -0.93], [0.29, -0.65, -1.59], [-0.01, -0.80, -0.07]],
  "lowdin_charge": [-0.03, 0.04, 0.04, -0.02, 0.07, 0.04, -0.08, 0.04, 0.04, -0.01, 0.00, -0.03, -0.05, -0.03, -0.04],
  "smiles": "O.O.O.O.O",
  "homo_lumo_gap_ev": 10.8,
  "homo_ha": -0.3807
}

=====

Version ii
{
  "formula": "H10O5",
  "method": "wB97M-V/def2-TZVPD",
  "elements": ["O", "H", "H", "O", "H", "H", "O", "H", "H", "O", "H", "H", "O", "H", "H"],
  "xyz": [[23.70, 43.43, 23.69], [24.15, 43.87, 23.09], [23.62, 42.56, 23.47], [18.43, 40.19, 22.46], [18.00, 40.52, 21.51], [17.78, 39.55, 22.65], [21.07, 40.59, 22.08], [20.14, 40.75, 22.02], [21.35, 41.37, 22.39], [22.09, 38.26, 21.37], [21.86, 39.13, 21.49], [22.99, 38.17, 21.36], [20.20, 38.89, 24.48], [19.69, 39.37, 23.79], [20.64, 39.46, 25.06]],
  "lowdin_charge": [0.06, -0.05, -0.01, -0.09, 0.18, 0.02, 0.02, 0.00, 0.00, 0.00, -0.07, -0.02, -0.04, 0.00, 0.00],
  "smiles": "O.O.O.O.O",
  "homo_lumo_gap_ev": 10.5,
  "homo_ha": -0.3854
}

=====

Stability, highest: version i